No. 1
One molecule with the formula C6H12N2 at a distorted geometry. Source: OMol25; level of theory: ωB97M-V/def2-TZVPD.

Last column: natural (NBO) charge in e.
Cartesian coordinates (Å):
C  -1.73  1.45  -0.73  -0.62
C  -1.31  -0.01  -0.69  -0.29
C  -1.18  -0.63  0.60  -0.20
H  -1.84  -0.60  -1.43  0.24
H  -1.60  1.85  -1.73  0.22
H  -1.13  2.03  -0.03  0.21
H  -2.77  1.57  -0.43  0.22
H  -1.08  -1.71  0.68  0.21
H  -1.48  -0.16  1.52  0.20
C  1.02  -0.25  0.58  0.16
N  1.26  1.03  1.11  -0.84
C  0.40  -0.25  -0.98  -0.03
C  1.57  -1.36  1.13  -0.51
N  0.64  -1.30  -1.73  -0.67
H  1.92  1.06  1.88  0.38
H  1.49  1.73  0.42  0.37
H  1.62  -1.60  -1.68  0.33
H  0.71  0.77  -1.27  0.22
H  1.31  -2.33  0.74  0.21
H  2.18  -1.31  2.02  0.20

Properties
* LUMO energy (alpha / beta): -0.668 / 0.028 eV
* E_HOMO (alpha / beta): -7.057 / -8.225 eV
* net charge: 0
* ΔE to the lowest compared entry with this formula, charge and spin: 122.6 kcal/mol
* HOMO-LUMO gap (alpha / beta): 6.39 / 8.25 eV
* F_max: 0.045 hartree/bohr



No. 2
C6H12N2NiPS as an isolated structure at a distorted geometry. Source: OMol25; level of theory: ωB97M-V/def2-TZVPD.

Last column: natural (NBO) charge in e.
Cartesian coordinates (Å):
C  0.97  -2.31  -0.33  -0.46
C  2.11  -1.88  -1.09  -0.30
C  1.66  -1.34  -2.33  -0.32
C  0.27  -1.50  -2.42  -0.27
C  -0.23  -2.10  -1.19  -0.52
Ni  -0.46  -0.70  0.46  0.58
P  0.49  -0.52  2.35  0.04
H  1.02  -2.93  0.57  0.21
H  3.15  -1.97  -0.78  0.19
H  2.30  -0.90  -3.10  0.20
H  -1.19  -2.61  -1.07  0.23
H  -0.33  -1.25  -3.28  0.20
H  1.15  0.69  2.73  0.00
H  1.55  -1.42  2.68  -0.01
H  -0.33  -0.69  3.51  -0.01
N  -1.46  2.34  1.55  -0.90
C  -1.43  2.29  0.21  0.13
N  -1.65  3.43  -0.45  -0.92
S  -1.18  0.87  -0.71  -0.37
H  -1.56  3.25  1.99  0.29
H  -1.27  1.54  2.13  0.38
H  -1.66  3.44  -1.46  0.39
H  -1.92  4.28  0.03  0.28

Properties
* LUMO energy (alpha / beta): 3.225 / 3.200 eV
* E_HOMO (alpha / beta): 0.229 / -4.092 eV
* net charge: -1
* 2S+1: 3
* HOMO-LUMO gap (alpha / beta): 3.00 / 7.29 eV
* expectation value of S²: 2.017
* F_max: 0.038 hartree/bohr



No. 3
A 2-piece molecular cluster, C6H12N2O overall at a distorted geometry. Source: OMol25; level of theory: ωB97M-V/def2-TZVPD.

Last column: natural (NBO) charge in e.
Cartesian coordinates (Å):
C  -1.66  -1.30  -0.64  -0.64
C  -0.78  -1.63  0.53  0.10
C  0.55  -1.39  0.71  -0.13
N  0.90  -2.08  1.85  -0.52
C  -0.23  -2.64  2.34  0.17
N  -1.24  -2.41  1.55  -0.46
H  -2.17  -0.35  -0.49  0.22
H  -2.36  -2.11  -0.84  0.23
H  -1.05  -1.30  -1.55  0.22
H  1.32  -0.88  0.16  0.20
H  1.75  -1.85  2.34  0.41
H  -0.25  -3.19  3.27  0.20
C  -0.36  2.46  -0.88  -0.63
C  1.14  2.60  -0.94  -0.06
O  1.68  1.80  -2.00  -0.73
H  -0.79  3.15  -0.14  0.21
H  -0.68  1.47  -0.57  0.21
H  -0.80  2.76  -1.82  0.21
H  1.46  3.60  -1.21  0.18
H  1.57  2.36  0.04  0.16
H  1.98  0.94  -1.69  0.46

Properties
* LUMO energy: 0.620 eV
* SMILES: Cc1c[nH]cn1.CCO
* E_HOMO: -8.768 eV
* net charge: 0
* ΔE to the lowest compared entry with this formula, charge and spin: 18.6 kcal/mol
* HOMO-LUMO gap: 9.39 eV
* F_max: 0.020 hartree/bohr



No. 4
One molecule with the formula C6H12N2O at a distorted geometry. Source: OMol25; level of theory: ωB97M-V/def2-TZVPD.

Last column: natural (NBO) charge in e.
Cartesian coordinates (Å):
C  2.26  -0.29  0.02  -0.44
N  0.88  -0.35  0.42  -0.50
C  0.20  0.81  0.67  0.17
C  0.68  1.99  1.45  -0.67
C  -1.02  0.61  0.07  0.03
O  -2.26  1.04  0.53  -0.70
C  -0.78  -0.67  -0.63  0.39
C  -1.53  -1.89  -0.18  -0.67
N  -0.42  -0.64  -1.95  -0.81
H  2.37  -0.49  -1.06  0.17
H  2.77  0.67  0.20  0.18
H  2.84  -1.06  0.54  0.19
H  1.56  1.79  2.06  0.22
H  -0.12  2.33  2.12  0.24
H  0.93  2.83  0.80  0.22
H  -2.83  1.21  -0.22  0.47
H  -2.60  -1.68  -0.18  0.24
H  -1.34  -2.76  -0.81  0.21
H  -1.24  -2.12  0.85  0.25
H  0.06  0.19  -2.25  0.40
H  -0.40  -1.51  -2.47  0.39

Properties
* LUMO energy: 0.843 eV
* SMILES: C/N=C(C)/C(O)=C(\C)N
* E_HOMO: -6.844 eV
* net charge: 0
* ΔE to the lowest compared entry with this formula, charge and spin: 67.7 kcal/mol
* HOMO-LUMO gap: 7.69 eV
* F_max: 0.020 hartree/bohr



No. 5
C6H12N2O as an isolated structure at a distorted geometry. Source: OMol25; level of theory: ωB97M-V/def2-TZVPD.

Last column: natural (NBO) charge in e.
Cartesian coordinates (Å):
C  1.78  1.54  -0.15  -0.68
C  1.27  -0.83  -0.91  -0.69
C  0.72  0.55  -0.58  0.53
O  -0.15  1.04  -1.46  -0.70
H  1.31  2.46  0.21  0.24
H  2.40  1.78  -1.02  0.23
H  2.41  1.13  0.63  0.22
H  1.65  -1.31  -0.01  0.22
H  2.09  -0.72  -1.61  0.23
H  0.50  -1.47  -1.34  0.23
C  -1.46  -0.69  0.47  0.20
N  -2.19  -0.16  -0.48  -0.80
C  -0.37  0.36  1.07  -0.08
C  -1.36  -1.92  1.03  -0.45
N  -0.85  1.53  1.38  -0.50
H  -2.68  -0.87  -1.02  0.37
H  -1.17  0.57  -1.29  0.48
H  -1.45  1.89  0.62  0.34
H  0.28  -0.09  1.81  0.18
H  -0.50  -2.22  1.62  0.21
H  -2.22  -2.58  1.05  0.21

Properties
* LUMO energy (alpha / beta): -1.835 / -1.012 eV
* E_HOMO (alpha / beta): -7.662 / -8.504 eV
* net charge: 0
* ΔE to the lowest compared entry with this formula, charge and spin: 110.0 kcal/mol
* HOMO-LUMO gap (alpha / beta): 5.83 / 7.49 eV
* F_max: 0.045 hartree/bohr



No. 6
One molecule with the formula C6H12N2O. Source: OMol25; level of theory: ωB97M-V/def2-TZVPD.

Last column: natural (NBO) charge in e.
Cartesian coordinates (Å):
C  -1.70  0.63  -0.85  -0.66
C  -1.93  -1.45  0.58  -0.67
C  0.36  -0.62  0.12  0.15
C  1.41  0.71  0.00  0.28
C  -1.02  -0.44  -0.04  0.15
N  2.74  0.21  -0.28  -0.85
N  1.27  1.99  -0.62  -0.83
C  0.68  0.36  1.17  -0.41
O  0.86  -1.94  0.12  -0.72
H  1.33  -2.06  0.96  0.48
H  3.41  0.56  0.40  0.37
H  2.76  -0.80  -0.32  0.38
H  1.63  2.02  -1.56  0.38
H  0.37  2.42  -0.51  0.37
H  0.03  0.92  1.83  0.21
H  -2.21  1.36  -0.22  0.22
H  -1.02  1.15  -1.52  0.23
H  -1.45  -1.96  1.41  0.23
H  -2.20  -2.22  -0.16  0.24
H  -2.86  -0.99  0.93  0.21
H  -2.48  0.15  -1.45  0.22

Properties
* LUMO energy: 0.542 eV
* E_HOMO: -7.614 eV
* net charge: 0
* ΔE to the lowest compared entry with this formula, charge and spin: 99.5 kcal/mol
* HOMO-LUMO gap: 8.16 eV
* F_max: 0.012 hartree/bohr



Which of these has the lowest F_max?
number 6